# 1
Here is 3 unconnected molecules or ions with the total composition C23H37BF3NO12P2 in a non-equilibrium geometry from the OMol25 dataset. Energies are from the ωB97M-V functional and the def2-TZVPD basis.

## Properties
**Gap between HOMO and LUMO**: 7.06 eV
**Total energy**: -2863.44827 hartree
**SMILES string**: NB(O)C1=CC(=O)c2c(ccc(C(F)(F)F)c2PP(=O)(O)O)C1=O.COCCOCCOC.COCCOCCOC
**M**: 649.3 Da
**LUMO energy**: -1.683 eV

Positions of all 79 atoms, in Å:
N: 4.81848 0.64306 -6.25342
B: 3.95181 1.69438 -6.65106
O: 4.51520 2.83591 -7.21527
C: 2.37409 1.61349 -6.49834
C: 1.61332 2.52432 -7.11397
C: 0.13986 2.58941 -7.02663
O: -0.41360 3.51256 -7.56976
C: -0.57571 1.55281 -6.24013
C: 0.20405 0.58494 -5.59315
C: -0.36251 -0.40741 -4.81321
C: -1.74149 -0.45272 -4.67869
C: -2.53667 0.48898 -5.31944
C: -4.03569 0.32553 -5.12439
F: -4.31875 -0.83107 -4.49810
F: -4.69736 0.27321 -6.28916
F: -4.55194 1.29401 -4.37547
C: -1.98236 1.52416 -6.10577
P: -3.01358 2.80550 -6.92246
P: -2.98990 4.37018 -5.39502
O: -2.99991 3.79492 -4.04342
O: -4.19527 5.35112 -5.70042
O: -1.68635 5.26596 -5.62584
C: 1.69733 0.56632 -5.70401
O: 2.33282 -0.30485 -5.16693
H: 5.78086 0.96113 -6.23482
H: 4.61670 0.26205 -5.33768
H: 4.18829 3.62248 -6.77116
H: 2.07655 3.28406 -7.72471
H: 0.28223 -1.11098 -4.31584
H: -2.15144 -1.22792 -4.05550
H: -4.34573 2.37586 -6.90261
H: -3.92932 6.27922 -5.66421
H: -0.95008 4.80143 -5.21038
C: 0.79598 -1.82161 2.39613
O: -0.51487 -1.59590 1.92075
C: -0.60126 -0.68633 0.83904
C: -1.50961 -1.18450 -0.26587
O: -1.02983 -2.30471 -0.99906
C: -0.95779 -3.56736 -0.35264
C: -2.28511 -4.19658 0.01660
O: -2.92247 -3.52433 1.08798
C: -4.30584 -3.31174 0.90900
H: 1.08892 -1.02878 3.09286
H: 0.80261 -2.77443 2.92594
H: 1.51975 -1.88389 1.57712
H: 0.39107 -0.48418 0.42177
H: -1.01433 0.25650 1.21932
H: -1.58494 -0.37786 -1.00055
H: -2.52210 -1.36128 0.09906
H: -0.28679 -3.53329 0.50666
H: -0.48889 -4.22711 -1.08739
H: -2.09416 -5.23052 0.33187
H: -2.93099 -4.22251 -0.86790
H: -4.53942 -3.01630 -0.11921
H: -4.60432 -2.50168 1.57373
H: -4.87857 -4.20870 1.16840
C: 4.34875 0.53226 9.35349
O: 3.03811 0.72944 8.87064
C: 2.94615 1.58012 7.74182
C: 2.03686 1.02615 6.66276
O: 2.51538 -0.12184 5.97664
C: 2.59101 -1.34596 6.70114
C: 1.26237 -1.93213 7.14195
O: 0.67315 -1.15856 8.17225
C: -0.70997 -0.92708 8.01451
H: 4.65651 1.35982 10.00181
H: 4.35162 -0.38837 9.93666
H: 5.06904 0.42340 8.53616
H: 3.93719 1.76280 7.31266
H: 2.53239 2.54096 8.07344
H: 1.96369 1.79779 5.89154
H: 1.02603 0.86981 7.03956
H: 3.27707 -1.25188 7.54362
H: 3.04603 -2.05892 6.00863
H: 1.43562 -2.94132 7.53701
H: 0.59447 -2.01653 6.27770
H: -0.96727 -0.71182 6.97212
H: -0.97035 -0.05803 8.61830
H: -1.29483 -1.78505 8.36297

***

# 2
Here is a molecular structure, C23H37CoO3 in a non-equilibrium geometry from the OMol25 dataset. Energies are from the ωB97M-V functional and the def2-TZVPD basis.

## Properties
**Gap between HOMO and LUMO (alpha / beta)**: 5.19 / 6.88 eV
**Multiplicity**: 5
**Energy relative to the best compared isomer or geometry (same formula, charge and spin)**: 377.2 kJ/mol
**<S²>**: 6.022
**Total energy**: -2506.67563 hartree
**M**: 420.5 Da
**LUMO energy (alpha / beta)**: 0.666 / 0.632 eV

Positions of all 64 atoms, in Å:
O: -0.09480 0.04693 -2.19633
C: 0.91553 -0.49550 -3.15430
C: 0.42292 0.40627 -4.27635
H: 0.74362 -1.56926 -3.28796
H: 1.92903 -0.31642 -2.77694
C: -0.71609 0.81083 -3.31501
H: 0.11001 -0.10017 -5.18753
H: 1.10316 1.23151 -4.50128
C: -2.04674 0.19780 -3.68588
H: -1.97512 -0.89630 -3.70653
H: -2.36029 0.54140 -4.68409
H: -2.83623 0.48120 -2.97416
C: -0.82928 2.28100 -2.99489
H: 0.15710 2.73640 -2.85668
H: -1.41661 2.43694 -2.07746
H: -1.34019 2.80850 -3.81436
Co: -0.00578 -0.00475 -0.05497
C: 0.96619 1.65160 1.54528
C: 1.93788 0.56295 1.42367
C: 2.37798 0.54067 0.10752
H: 2.08058 -0.23485 2.18050
C: 1.73888 1.62117 -0.57250
C: 0.81024 2.24854 0.29187
H: 0.16708 3.09808 0.07429
H: 0.32012 1.86681 2.43486
H: 3.08160 -0.16658 -0.28935
H: 1.94586 1.90700 -1.59470
C: -1.47393 -0.43800 1.86172
C: -2.01173 0.75668 1.17918
C: -2.34466 0.39326 -0.10157
H: -1.96101 1.73405 1.65109
C: -2.11776 -1.03460 -0.26760
C: -1.62711 -1.56625 0.89948
H: -1.28268 -2.57778 1.13412
H: -1.29292 -0.62460 2.93139
H: -2.75837 1.06884 -0.82709
H: -2.28561 -1.59439 -1.17171
O: 0.70185 -1.66757 -7.36487
C: 0.25394 -0.56633 -8.19871
C: 0.41309 -0.95849 -9.67151
H: 0.87174 0.33085 -7.97178
H: -0.78691 -0.32943 -7.92040
C: 1.62813 -1.90299 -9.60204
H: 0.55911 -0.10705 -10.32541
H: -0.46927 -1.52562 -9.99339
C: 1.39427 -2.59801 -8.25447
H: 2.54770 -1.30555 -9.54969
H: 1.68901 -2.59354 -10.43486
H: 2.32825 -2.91222 -7.76296
H: 0.76696 -3.50360 -8.39765
C: 1.30557 0.65397 4.22068
C: 0.11094 0.00934 3.69104
C: 0.26596 -1.48530 4.06716
C: -1.08338 0.92207 4.27422
O: -0.03128 -0.17460 2.05639
H: 1.15774 0.56794 5.29861
H: 1.46424 1.71623 4.06624
H: 2.25398 0.14133 4.08796
H: 0.36091 -1.49268 5.15755
H: -0.51650 -2.22756 3.85201
H: 1.20333 -1.93718 3.66635
H: -1.02112 2.01125 4.05976
H: -2.14606 0.66629 4.12896
H: -0.96176 0.84380 5.37037

***

# 3
Here is a molecular structure, C23H37InNO21 from the OMol25 dataset. Energies are from the ωB97M-V functional and the def2-TZVPD basis.

## Properties
**Gap between HOMO and LUMO**: 5.93 eV
**Energy relative to the best compared isomer or geometry (same formula, charge and spin)**: 0.0 kJ/mol
**Total energy**: -2723.57127 hartree
**Total charge**: -1
**M**: 778.4 Da
**LUMO energy**: 1.415 eV

Positions of all 83 atoms, in Å:
C: -0.87144 3.11856 3.50758
In: 1.26985 3.58093 3.51729
C: 1.51815 5.75118 3.29015
N: 1.62918 6.47017 4.58108
H: -1.28375 3.22264 2.50058
H: -1.09908 2.10676 3.85235
H: -1.41068 3.82004 4.15179
H: 2.06596 3.07199 5.01832
H: 2.05271 2.75154 2.11561
H: 0.67585 6.10046 2.67981
H: 2.42816 5.99599 2.73412
H: 0.88924 6.19470 5.21665
H: 1.53907 7.47516 4.46187
C: 1.50679 5.04116 -0.78699
C: 0.45887 4.30891 -1.60567
O: -0.68811 4.36395 -0.75679
C: -0.53613 5.38931 0.12924
O: -1.37102 5.74309 0.89938
O: 0.69710 5.92099 0.00038
H: 2.19986 5.63899 -1.37160
H: 2.04277 4.37657 -0.10654
H: 0.22708 4.83067 -2.53740
H: 0.68682 3.26996 -1.81848
C: 3.84330 1.92237 6.90123
C: 4.21079 1.34987 5.54225
O: 5.35448 0.52322 5.86039
C: 5.32988 0.22481 7.17156
O: 6.05013 -0.57295 7.69756
O: 4.37420 0.92427 7.80437
H: 2.77789 2.02251 7.06310
H: 4.35443 2.86380 7.10474
H: 3.41868 0.71398 5.14933
H: 4.49246 2.08500 4.79913
C: -1.63033 1.29067 -2.75848
C: -1.29868 -0.18955 -2.83445
O: -0.57651 -0.26766 -4.08039
C: -0.05626 0.94248 -4.35304
O: 0.72766 1.16406 -5.22649
O: -0.54711 1.86998 -3.51112
H: -1.61826 1.71910 -1.76047
H: -2.56445 1.53350 -3.26614
H: -0.63275 -0.49961 -2.02878
H: -2.15188 -0.85502 -2.89029
C: -1.41200 -4.23146 -4.44523
C: -2.65804 -4.90215 -5.00205
O: -3.62916 -4.62718 -3.97753
C: -3.23635 -3.53919 -3.28580
O: -3.90321 -2.94978 -2.49381
O: -1.97273 -3.20137 -3.61652
H: -0.76472 -3.76652 -5.18190
H: -0.83848 -4.90577 -3.80843
H: -3.00106 -4.43809 -5.92790
H: -2.57163 -5.97636 -5.11749
C: -4.29922 -8.33284 -2.84025
C: -3.91556 -9.80618 -2.80600
O: -3.19330 -9.96051 -4.03703
C: -2.72800 -8.75510 -4.42337
O: -1.96719 -8.56008 -5.31695
O: -3.25394 -7.77961 -3.64906
H: -4.28645 -7.83381 -1.87653
H: -5.25231 -8.16282 -3.34211
H: -3.24249 -10.03680 -1.97963
H: -4.75449 -10.49488 -2.81559
C: -3.46068 1.51804 7.54849
C: -2.86100 1.93747 6.21356
O: -1.47156 2.00701 6.52656
C: -1.20663 1.23893 7.59460
O: -0.13138 0.95002 8.00627
O: -2.37818 0.81678 8.16390
H: -4.31065 0.84545 7.47082
H: -3.71773 2.38039 8.16748
H: -3.00444 1.18826 5.43367
H: -3.17545 2.90997 5.84796
C: 2.88326 -0.71421 -6.70586
C: 4.16067 -0.63615 -7.52689
O: 5.12661 -1.21496 -6.64360
C: 4.48224 -2.02780 -5.76873
O: 5.02228 -2.77176 -5.01605
O: 3.14856 -1.84618 -5.86126
H: 1.98266 -0.92246 -7.27553
H: 2.71952 0.16499 -6.08619
H: 4.11236 -1.24606 -8.43125
H: 4.47495 0.37422 -7.77154

***

# 4
Here is a molecular structure, C23H37N7O3PS2Ti in a non-equilibrium geometry from the OMol25 dataset. Energies are from the ωB97M-V functional and the def2-TZVPD basis.

## Properties
**Gap between HOMO and LUMO (alpha / beta)**: 6.86 / 6.93 eV
**Multiplicity**: 2
**Energy relative to the best compared isomer or geometry (same formula, charge and spin)**: 132.5 kJ/mol
**<S²>**: 0.766
**Total energy**: -3494.93782 hartree
**M**: 602.6 Da
**LUMO energy (alpha / beta)**: 0.108 / -0.102 eV

Positions of all 74 atoms, in Å:
Ti: 0.11817 0.79924 0.12596
N: 3.78316 2.72347 -1.15673
C: 2.71522 2.21301 -0.46784
S: 1.14008 2.72008 -0.97509
N: 2.92425 1.39513 0.51853
N: 1.77640 0.96882 1.12499
C: 1.85719 0.67140 2.39959
C: 0.71383 0.43757 3.21413
C: 0.86072 -0.07336 4.51503
C: -0.21999 -0.25254 5.34647
C: -1.49007 0.12408 4.92062
C: -1.67198 0.65003 3.65535
C: -0.59989 0.80326 2.76781
O: -0.80829 1.26399 1.55811
H: 4.64885 2.76347 -0.63947
H: 3.55900 3.55239 -1.68533
H: 2.84286 0.65299 2.86817
H: 1.85531 -0.33300 4.84961
H: -0.07486 -0.67634 6.32965
H: -2.33407 0.02186 5.58641
H: -2.65894 0.95460 3.32800
N: -2.06929 -4.12061 3.34662
C: -1.56345 -3.14204 2.55648
C: -0.19259 -2.86727 2.51878
C: 0.28216 -1.91450 1.64517
N: -0.49535 -1.21661 0.81530
C: -1.81170 -1.45190 0.87104
C: -2.38169 -2.38901 1.70066
H: -1.49925 -4.50741 4.07733
H: -3.06476 -4.17326 3.46461
H: 0.48424 -3.40520 3.16357
H: 1.34236 -1.70017 1.60754
H: -2.43348 -0.86533 0.20284
H: -3.44890 -2.55157 1.69281
C: -1.42382 1.24851 -3.82920
O: -0.58584 1.02432 -2.69593
C: -1.15126 0.74535 -1.48908
O: -2.38092 0.59214 -1.43280
H: -0.86546 0.95312 -4.71795
H: -1.67899 2.30979 -3.88784
H: -2.34023 0.65698 -3.74087
C: 3.89229 -1.75429 -0.03435
C: 2.69157 -2.27134 -0.81736
P: 1.61465 -0.89559 -1.49991
C: 0.63843 -1.98149 -2.65811
C: -0.50221 -2.71453 -1.96954
C: 2.87869 -0.26592 -2.70658
C: 2.34992 0.71984 -3.73709
H: 4.28954 -2.52684 0.61982
H: 3.62185 -0.88689 0.56347
H: 4.68592 -1.45405 -0.71180
H: 2.06753 -2.91482 -0.19009
H: 3.03845 -2.88499 -1.65370
H: 1.32925 -2.69782 -3.11432
H: 0.22134 -1.35276 -3.44454
H: -0.14642 -3.28803 -1.11411
H: -0.98702 -3.40121 -2.66165
H: -1.24096 -1.99497 -1.62227
H: 3.32373 -1.13088 -3.21263
H: 3.64626 0.22427 -2.10297
H: 1.67302 0.22448 -4.42924
H: 3.18100 1.13297 -4.30654
H: 1.81583 1.53414 -3.25300
C: -4.05874 3.27879 -2.08077
N: -2.94873 3.90462 -1.40617
C: -2.52976 3.58661 -0.16524
N: -3.14410 2.56500 0.48584
S: -1.37120 4.51181 0.56661
H: -4.16689 3.71535 -3.06986
H: -4.99383 3.41863 -1.52868
H: -3.87928 2.20632 -2.19063
H: -2.52890 4.73300 -1.79831
H: -3.51815 1.81753 -0.08884
H: -2.60178 2.23760 1.27951

***

# 5
Here is 2 unconnected molecules or ions with the total composition C23H37NO5S in a non-equilibrium geometry from the OMol25 dataset. Energies are from the ωB97M-V functional and the def2-TZVPD basis.

## Properties
**Gap between HOMO and LUMO**: 8.60 eV
**Total energy**: -1727.23143 hartree
**SMILES string**: CC(=O)OCCCC[C@@]1(CCCS)OC(=O)O[C@@H]1c1ccccn1.CCCCCC
**M**: 439.6 Da
**LUMO energy**: -0.710 eV

Positions of all 67 atoms, in Å:
C: -1.22518 4.85601 -3.01565
C: -2.76021 4.36533 -2.61476
O: -3.77266 4.75306 -3.42149
O: -3.10433 3.51861 -1.46073
C: -3.15800 4.38218 -0.24092
C: -3.13665 3.30687 1.03903
C: -1.55616 3.06065 1.46950
C: -1.37917 2.04083 2.75126
C: 0.13762 1.39074 2.88099
C: 1.21102 2.47657 2.28246
C: 2.77733 2.19735 2.68168
C: 3.75465 3.05401 1.67684
S: 5.44082 2.26475 1.47135
O: 0.32944 1.10255 4.32891
C: 1.10400 -0.17260 4.46389
O: 1.66679 -0.58257 5.62306
O: 1.18348 -0.85318 3.13219
C: 0.14816 -0.16016 2.34772
C: 0.35193 -0.06151 0.68722
C: 1.90339 -0.14146 0.20750
C: 2.15150 0.00682 -1.44101
C: 0.70710 0.20970 -2.23805
C: -0.77118 0.22027 -1.55800
N: -0.91606 0.08200 -0.07903
H: -1.28181 5.12473 -4.17573
H: -0.40684 4.04858 -2.79234
H: -1.02182 5.82772 -2.38465
H: -4.10094 5.08521 -0.22443
H: -2.13261 4.96574 -0.18799
H: -3.79606 3.71743 1.93221
H: -3.53886 2.25419 0.65580
H: -1.12081 4.12281 1.75522
H: -0.98270 2.71570 0.49819
H: -1.60056 2.61766 3.76700
H: -2.19526 1.18706 2.67013
H: 1.17205 2.59147 1.09879
H: 0.91227 3.54029 2.72516
H: 3.08136 1.05452 2.68093
H: 2.92383 2.57430 3.80198
H: 3.29541 3.18570 0.58794
H: 3.90913 4.13865 2.10869
H: 6.35473 2.73629 2.45489
H: -0.94194 -0.60815 2.53792
H: 2.82002 -0.27225 0.95280
H: 3.20380 -0.01176 -1.95054
H: 0.75813 0.35901 -3.41626
H: -1.74786 0.33718 -2.21610
C: -1.18546 -3.03539 -0.86319
C: 0.15907 -3.72334 -1.04070
C: 0.32251 -4.38260 -2.41350
C: -0.66927 -5.51031 -2.71917
C: -0.66747 -6.67027 -1.72008
C: 0.66250 -7.40624 -1.66112
H: -2.01509 -3.74434 -0.92941
H: -1.23557 -2.55716 0.11987
H: -1.32954 -2.26095 -1.62332
H: 0.30520 -4.45858 -0.24200
H: 0.95182 -2.97636 -0.91768
H: 1.34700 -4.76319 -2.49975
H: 0.22265 -3.61391 -3.18994
H: -0.44797 -5.90329 -3.71967
H: -1.68365 -5.09834 -2.77702
H: -1.44783 -7.38289 -2.01261
H: -0.93542 -6.31498 -0.72002
H: 0.92688 -7.81140 -2.64266
H: 0.59789 -8.24201 -0.95659
H: 1.47148 -6.75338 -1.32500

***

# 6
Here is a molecular structure, C23H37O3Ti in a non-equilibrium geometry from the OMol25 dataset. Energies are from the ωB97M-V functional and the def2-TZVPD basis.

## Properties
**Gap between HOMO and LUMO (alpha / beta)**: 2.95 / 3.79 eV
**Multiplicity**: 3
**<S²>**: 2.011
**Total energy**: -1973.54075 hartree
**Total charge**: -1
**M**: 409.4 Da
**LUMO energy (alpha / beta)**: 2.076 / 2.075 eV

Positions of all 64 atoms, in Å:
O: 0.54728 0.27360 -5.94866
C: 0.34852 1.60001 -6.54701
C: 0.09605 1.01012 -7.96636
H: 1.24214 2.21998 -6.46050
H: -0.50930 2.11310 -6.10572
C: 0.32537 -0.36471 -7.23859
H: 0.84850 1.25910 -8.69295
H: -0.90234 1.15440 -8.33911
C: 1.55770 -1.11429 -7.70388
H: 2.43095 -0.44951 -7.71021
H: 1.42556 -1.52763 -8.71006
H: 1.76681 -1.94699 -7.01542
C: -0.89739 -1.25933 -7.20321
H: -1.77477 -0.69539 -6.85971
H: -0.72824 -2.08960 -6.50062
H: -1.11892 -1.68432 -8.18830
Ti: -0.02172 -0.06391 2.03102
C: -2.02184 -0.56448 3.27375
C: -1.74363 0.88945 3.46935
C: -1.83782 1.51006 2.20525
H: -1.38331 1.34135 4.36766
C: -2.24802 0.50829 1.25330
C: -2.32366 -0.77186 1.93364
H: -2.58091 -1.69651 1.48227
H: -1.94880 -1.28415 4.05624
H: -1.65750 2.53060 2.01357
H: -2.46221 0.68021 0.22660
C: 1.12323 -1.54334 3.61463
C: 0.27948 -2.29274 2.70721
C: 0.83285 -2.14756 1.39961
H: -0.53236 -2.89006 2.99274
C: 1.98061 -1.25376 1.48072
C: 2.15008 -0.84104 2.83546
H: 2.84728 -0.16472 3.22047
H: 0.98667 -1.43114 4.64283
H: 0.48896 -2.64924 0.52390
H: 2.57972 -0.92515 0.67169
O: 0.30922 0.55833 -0.04293
C: -0.06752 -0.31929 -1.19423
C: -0.36554 0.57965 -2.35955
H: -0.91344 -0.93205 -0.85311
H: 0.78737 -0.97922 -1.38908
C: 0.54472 1.78033 -2.10200
H: -1.42244 0.90854 -2.32103
H: -0.19903 0.09371 -3.31427
C: 0.48552 1.91983 -0.60156
H: 0.23828 2.67974 -2.61641
H: 1.57307 1.53221 -2.41808
H: -0.38578 2.51371 -0.28216
H: 1.38105 2.33196 -0.12541
C: 1.30519 -0.45616 6.41894
C: -0.01195 0.05082 5.64336
C: -1.20161 -0.72166 6.17949
C: 0.05311 1.50899 6.02825
O: 0.06434 0.04558 4.12006
H: 1.14968 -0.18961 7.51269
H: 2.20503 0.08463 6.10937
H: 1.52446 -1.49396 6.50517
H: -1.12900 -0.59140 7.28026
H: -2.17429 -0.27656 5.93231
H: -1.20514 -1.80081 6.01251
H: 0.92840 2.00390 5.59893
H: -0.79074 2.17856 5.93575
H: 0.15202 1.55139 7.13112